Molecular formula: C39H73F5O12S2
Method: DFT, wB97M-V/def2-TZVPD

Each line ends with the Mulliken charge.
Atoms and positions in Å:
O -1.099 2.954 1.571  -0.61
C -1.250 2.784 0.341  -0.31
C -1.366 1.305 -0.301  0.16
C -0.403 0.200 0.172  -0.29
C -0.530 -1.195 -0.503  0.36
C 0.505 -2.326 -0.045  -0.23
C 1.975 -1.827 -0.551  0.23
C 2.767 -1.049 0.614  -1.04
C 3.592 0.227 0.125  0.78
F 3.787 0.293 -1.286  -0.27
F 4.907 0.115 0.718  -0.33
C 3.011 1.642 0.601  0.54
F 2.474 1.651 1.903  -0.23
F 2.059 2.089 -0.368  -0.14
F 4.034 2.646 0.593  -0.28
C -1.642 -1.399 -1.568  -0.67
C -2.623 -0.276 -2.045  -0.24
S -3.908 -0.528 -3.349  -0.28
C -2.470 1.124 -1.401  0.45
C -3.358 2.417 -1.796  -0.16
O -4.583 2.357 -2.072  -0.58
C -2.522 3.792 -1.854  0.79
C -2.734 4.911 -2.934  -0.75
C -1.781 6.149 -2.839  -0.41
C -0.655 6.313 -1.760  -0.40
C -0.460 5.206 -0.647  0.01
S 0.848 5.340 0.685  -0.14
C -1.395 3.977 -0.733  0.67
H 0.378 0.439 0.962  0.41
H 0.526 -2.432 1.106  0.39
H 0.205 -3.297 -0.564  -0.02
H 2.594 -2.725 -0.928  -0.32
H 1.773 -1.178 -1.483  0.38
H 2.060 -0.814 1.490  0.44
H 3.537 -1.796 1.035  0.38
H -1.700 -2.452 -2.031  0.33
H -3.609 0.297 -4.450  0.17
H -3.543 4.791 -3.728  0.35
H -1.869 6.983 -3.618  0.36
H 0.058 7.207 -1.707  0.30
H 1.914 4.523 0.306  0.09
C 2.659 -6.328 -2.868  -1.04
C 2.730 -5.449 -1.636  -0.09
O 1.447 -4.904 -1.348  -0.43
H 2.306 -5.755 -3.729  0.29
H 3.640 -6.750 -3.103  0.38
H 1.951 -7.147 -2.719  0.20
H 3.423 -4.620 -1.797  0.34
H 3.072 -6.021 -0.767  0.04
H 0.843 -5.645 -1.199  0.26
C 3.138 -10.717 -2.114  -1.10
C 3.208 -9.837 -0.882  -0.14
O 1.925 -9.294 -0.598  -0.52
H 2.785 -10.144 -2.975  0.21
H 4.119 -11.138 -2.349  0.35
H 2.430 -11.537 -1.964  0.36
H 3.900 -9.007 -1.044  0.29
H 3.549 -10.407 -0.012  0.28
H 1.322 -10.034 -0.449  0.28
C 3.472 -7.719 3.662  -0.75
C 3.473 -9.219 3.442  0.00
O 2.250 -9.625 2.836  -0.55
H 2.633 -7.426 4.299  0.23
H 4.403 -7.393 4.133  0.17
H 3.353 -7.189 2.713  0.26
H 3.569 -9.743 4.392  0.12
H 4.304 -9.519 2.795  0.20
H 2.176 -9.160 1.988  0.31
C -3.876 8.678 1.517  -0.96
C -3.417 8.094 0.196  0.21
O -1.996 8.082 0.129  -0.43
H -3.497 9.697 1.638  0.25
H -4.966 8.698 1.578  0.40
H -3.487 8.093 2.355  0.11
H -3.789 8.694 -0.638  0.06
H -3.783 7.069 0.074  0.14
H -1.674 7.542 0.863  0.26
C 7.031 -9.098 7.107  -1.11
C 5.801 -8.391 6.570  -0.15
O 4.813 -9.343 6.191  -0.45
H 7.445 -9.772 6.353  0.30
H 7.800 -8.378 7.396  0.33
H 6.777 -9.710 7.977  0.33
H 6.055 -7.799 5.689  0.25
H 5.375 -7.723 7.325  0.26
H 4.587 -9.857 6.978  0.26
C 1.346 2.935 -5.417  -1.14
C 1.125 3.982 -4.343  -0.34
O 0.015 3.624 -3.530  -0.07
H 0.455 2.833 -6.042  0.28
H 2.195 3.201 -6.053  0.37
H 1.536 1.955 -4.970  0.30
H 0.914 4.954 -4.794  0.29
H 2.011 4.080 -3.706  0.27
H 0.218 2.766 -3.133  0.14
C -4.628 2.796 2.366  -0.65
C -4.558 3.674 3.600  -0.21
O -5.840 4.224 3.887  -0.55
H -4.979 3.371 1.505  0.27
H -3.648 2.373 2.133  -0.05
H -5.339 1.978 2.514  0.42
H -3.864 4.502 3.440  0.19
H -4.219 3.101 4.469  0.28
H -6.446 3.487 4.035  0.30
C -2.413 8.015 6.813  -1.15
C -3.024 7.735 5.455  -0.04
O -3.622 8.915 4.931  -0.52
H -3.175 8.376 7.509  0.28
H -1.954 7.114 7.229  0.34
H -1.650 8.796 6.741  0.34
H -3.799 6.970 5.535  0.25
H -2.263 7.383 4.749  0.18
H -2.929 9.584 4.855  0.30
C -3.912 11.760 -2.753  -1.00
C -3.475 10.885 -3.911  -0.26
O -3.456 9.519 -3.514  -0.45
H -3.235 11.637 -1.903  0.23
H -3.925 12.814 -3.043  0.36
H -4.911 11.477 -2.409  0.31
H -2.469 11.156 -4.237  0.27
H -4.155 10.995 -4.762  0.27
H -4.351 9.283 -3.236  0.26
C -1.989 -7.230 -5.376  -1.15
C -0.775 -6.596 -4.727  -0.06
O 0.222 -7.580 -4.480  -0.46
H -2.401 -8.013 -4.734  0.29
H -2.765 -6.485 -5.565  0.34
H -1.718 -7.705 -6.323  0.33
H -1.045 -6.142 -3.771  0.18
H -0.350 -5.818 -5.370  0.27
H 0.463 -7.971 -5.331  0.26

Total charge = 0
SMILES = O=C1c2cc(CCCC(F)(F)C(F)(F)F)cc(S)c2C(=O)c2cccc(S)c21.CCO.CCO.CCO.CCO.CCO.CCO.CCO.CCO.CCO.CCO
Energy = -101442.3537 eV
Orbital gap = 7.6778 eV